Entry 1:
40
Properties=species:S:1:pos:R:3:forces:R:3 method="wB97M-V/def2-TZVPD" homo_ev="-15.59 / -15.58" homo_lumo_gap_ha="0.2568 / 0.1661" multiplicity=2 s2=0.76 total_charge=+2
Cu -0.118356 -0.197428 0.050816 1.1067 1.7222 -0.5335
O 1.226986 -1.693790 -2.296660 -1.0615 2.7839 2.4984
C 0.863121 -0.962469 -1.496777 1.4239 -3.2671 -3.3244
C -0.724138 1.283601 1.389078 -2.4626 0.8428 3.3337
O -1.334754 1.638168 2.285182 2.0366 -0.7473 -2.8040
C -1.415856 0.570963 -1.280612 -4.0482 0.2774 -2.3177
O -2.380774 0.673021 -1.883984 3.3249 -0.0285 1.7922
C 1.633057 -0.267642 1.114560 3.5388 -2.4412 4.0212
O 2.377677 -0.693525 1.888409 -3.0808 2.1111 -3.4813
H 2.342001 3.368645 -1.699715 -0.0536 0.0552 0.0877
H 2.036848 3.786507 -1.162156 0.0408 -0.0763 -0.0794
C -3.109493 -4.424106 -0.993304 -0.1500 0.0182 0.1986
N -2.649189 -3.088821 -0.581443 0.9146 0.5528 0.6177
C -3.681756 -2.051882 -0.787164 -0.0892 -0.5398 -0.1836
P -1.618579 -2.978987 0.718612 -1.7944 -2.6073 0.6545
O -1.057680 -1.608092 0.764622 0.7952 1.7665 -0.0228
N -2.435131 -3.195080 2.176869 0.6346 0.6725 -0.6437
C -1.571634 -2.833741 3.340327 -0.5248 -0.4180 -0.1255
C -3.733223 -2.465778 2.289807 0.4393 -0.3785 -0.0778
N -0.435958 -4.124639 0.664809 -0.1249 0.4871 -0.1101
C -0.766190 -5.491770 1.095199 -0.0184 -0.2564 -0.0733
C 0.601150 -4.116577 -0.396069 -0.6877 -0.0990 0.0498
H -3.821964 -4.254842 -1.797402 0.0790 -0.2972 -0.1278
H -3.636635 -4.899647 -0.158805 -0.0010 -0.2103 -0.2152
H -2.292273 -5.067273 -1.344704 -0.2562 0.3169 0.0738
H -4.619831 -2.445740 -0.389843 -0.1101 0.4154 -0.0690
H -3.447707 -1.093496 -0.317571 0.0202 -0.3428 0.0909
H -3.810370 -1.900978 -1.859573 0.0061 0.0624 -0.0068
H -1.369968 -1.756814 3.397132 0.0064 -0.0874 -0.1158
H -2.162379 -3.107028 4.210593 0.2935 -0.0633 0.2458
H -0.635108 -3.395312 3.329144 -0.1517 0.0655 -0.0036
H -3.646089 -1.392827 2.072311 0.0720 -0.0804 0.0065
H -4.492810 -2.905257 1.640828 0.1239 -0.0106 0.2673
H -4.020215 -2.558745 3.333486 -0.3229 -0.0648 -0.0750
H -1.252529 -6.017927 0.263393 0.0193 -0.1810 0.4330
H 0.178795 -5.996559 1.312336 -0.2505 0.0052 0.1896
H -1.406340 -5.468297 1.983368 0.1676 -0.1340 -0.3214
H 0.134840 -4.075911 -1.386828 0.1678 0.0125 -0.0265
H 1.325186 -3.303643 -0.293543 -0.1231 -0.1518 0.2276
H 1.126266 -5.071736 -0.321848 0.1004 0.3155 -0.0499

---

Entry 2:
12
Properties=species:S:1:pos:R:3:forces:R:3 method="wB97M-V/def2-TZVPD" homo_ev=-8.52 e_above_lowest_kj_mol=458.59 homo_lumo_gap_ha=0.3148
C 0.889374 1.009891 0.436192 0.7811 0.4884 0.4172
C 0.100192 -0.069023 0.956618 -2.1852 0.3217 -0.4776
N 1.366468 1.912827 1.178852 -0.9093 -0.0678 0.7043
N -1.734242 -1.683695 -0.706516 -3.0267 -2.0042 1.2043
N 0.026141 -0.477640 -1.685607 0.7850 -1.1310 0.3683
S 1.079487 0.821280 -1.306482 0.8709 0.4146 -1.4941
S -1.340993 -0.224565 -0.747798 2.3258 -0.0828 2.0640
H 0.664793 -1.017042 0.797960 -1.1903 0.2308 0.7397
H -0.447226 0.314174 1.880187 1.0024 -1.4256 -0.9340
H 1.716577 2.776860 0.824918 0.6660 0.2805 -0.9557
H -2.640104 -1.840818 -0.174586 1.3093 0.2938 -1.1572
H 0.319533 -1.522249 -1.453738 -0.4290 2.6818 -0.4793

---

Entry 3:
62
Properties=species:S:1:pos:R:3:forces:R:3 method="wB97M-V/def2-TZVPD" homo_ev=-3.80 homo_lumo_gap_ha=0.2310 total_charge=-1
O -0.900527 -0.641321 -2.473050 -0.2423 1.1791 -2.5572
C -1.241908 0.681644 -3.115677 0.0642 0.1378 0.6904
C -0.826394 0.258535 -4.509268 0.3350 -0.4092 0.6953
H -0.621483 1.492353 -2.703249 -0.4805 -0.4109 0.0526
H -2.316962 0.939549 -3.059739 0.5134 -0.2740 0.3100
C -0.649319 -1.137654 -3.859422 0.0148 -0.1052 -0.7866
H 0.108409 0.732533 -4.830442 -0.2974 -0.1957 -0.1354
H -1.632796 0.303841 -5.242183 0.3257 0.0891 -0.1268
C 0.731010 -1.740083 -4.059277 -0.0368 -0.2700 0.2220
H 1.516401 -1.010783 -3.836400 -0.1606 -0.1127 0.0618
H 0.844983 -2.044652 -5.111689 -0.0938 0.0886 0.2677
H 0.866158 -2.636573 -3.433132 -0.0068 0.2713 -0.1199
C -1.774357 -2.046287 -4.357697 0.1403 -0.2048 0.3210
H -2.728942 -1.500222 -4.343314 0.1932 -0.2915 0.1499
H -1.840654 -2.953756 -3.744710 -0.1277 0.1795 -0.0627
H -1.575607 -2.354651 -5.396711 0.0016 0.1625 0.2935
Be -0.791619 -0.681491 0.501454 0.1755 -0.2826 1.8213
C -3.063040 -1.183105 1.607315 -0.1015 0.1463 -0.7054
C -3.312879 0.139822 1.985471 -0.4103 0.5224 -1.3260
C -2.983598 0.988999 0.889959 -0.4791 -1.2799 -0.2237
H -3.771462 0.487907 2.911231 0.4422 -0.2297 -0.1427
C -2.481135 0.177998 -0.173173 -0.7027 0.3951 0.5293
C -2.558333 -1.210695 0.247208 -0.9151 0.4075 0.7980
H -2.580490 -2.057167 -0.449503 0.3052 0.3258 0.4680
H -3.237545 -2.033514 2.269554 0.2104 0.1909 -0.3901
H -3.199322 2.045418 0.819241 0.4439 0.0631 0.1543
H -2.302895 0.501947 -1.190624 -0.1981 -0.0705 0.5394
C 0.539463 -2.228286 2.794247 -0.4589 -0.3542 -0.8544
C -0.335571 -2.535306 1.745937 0.8632 -0.7022 0.4476
C 0.311284 -2.175772 0.481588 0.4558 0.3378 0.4310
H -1.249038 -3.129767 1.853097 0.3180 0.6761 -0.1367
C 1.655737 -1.749267 0.850715 0.2278 -0.2353 0.6422
C 1.750099 -1.733651 2.245988 0.3954 -0.1723 -0.9151
H 2.625796 -1.421080 2.821573 -0.3386 -0.0459 -0.2383
H 0.357455 -2.385975 3.850145 -0.1489 0.1026 -0.0948
H 0.051652 -2.586265 -0.498750 0.0606 -0.0478 0.3234
H 2.502605 -1.591422 0.168629 -0.6588 0.2111 0.3530
O 2.566972 1.039300 -2.790935 -0.7281 0.6029 1.0550
C 2.273890 0.409466 -1.512961 0.2657 -0.0818 0.1925
C 1.214618 1.251859 -0.771990 0.2495 -0.5787 -0.4728
H 3.198497 0.355659 -0.903412 -0.2524 0.0504 -0.3498
H 1.919458 -0.621161 -1.685240 0.2179 0.5150 -0.1299
C 1.319670 2.640029 -1.428982 -0.1874 -0.1363 -0.2327
H 1.379630 1.248553 0.320899 -0.0946 0.1074 -0.7994
H 0.218346 0.797490 -0.972676 0.5890 0.3906 0.2750
C 2.282394 2.452642 -2.627916 -0.0599 -0.1579 -0.2962
H 1.690128 3.383985 -0.714559 -0.1052 -0.0937 -0.2405
H 0.334135 2.963351 -1.807212 0.4121 0.0854 0.3762
H 3.209324 3.033675 -2.463777 -0.1822 -0.3712 -0.1570
H 1.815111 2.781385 -3.575847 0.3327 -0.0313 0.3679
F 1.875005 1.700031 7.521304 -0.0798 -0.0704 -0.2020
C 1.417480 1.507246 6.266809 -0.0866 0.0677 -0.3323
C 2.024355 2.159895 5.192287 -0.2557 0.0135 -0.0853
F 3.053299 3.010312 5.411580 -0.2323 -0.3445 0.0105
C 1.535091 1.974132 3.904172 -0.5470 -0.3641 -0.2826
F 2.121304 2.625679 2.874968 0.0520 -0.1455 0.5689
C 0.414856 1.153721 3.617991 0.4831 -0.4290 1.3658
S -0.260494 1.023123 2.060707 -0.4381 0.5490 -1.0169
C -0.185871 0.543806 4.746280 -0.0425 -0.0303 -0.4016
F -1.306884 -0.196830 4.572873 0.7023 0.3454 0.2710
C 0.304339 0.696465 6.033733 0.1733 0.1167 0.0228
F -0.299840 0.084415 7.076550 0.1863 0.1985 -0.2623

---

Entry 4:
9
Properties=species:S:1:pos:R:3:forces:R:3 method="wB97M-V/def2-TZVPD" homo_ev=-2.32 e_above_lowest_kj_mol=120.19 homo_lumo_gap_ha=0.2606 total_charge=-1
O 2.377585 -0.671577 -0.359820 0.6300 -0.3367 0.7730
H 1.909643 -0.259403 -1.070312 -0.6416 0.3565 -0.5925
O -0.253048 -0.277145 1.660400 0.7159 0.6350 0.2324
C -1.103927 -0.001620 0.777776 -0.6766 -0.4896 -0.4529
C -0.966210 0.604510 -0.472230 0.2608 -0.1369 0.7380
H -2.151084 -0.306092 1.075242 0.1730 -0.1358 -0.5722
H -0.069236 1.162309 -0.686892 0.5475 -0.1118 -0.1217
H -1.533824 0.278470 -1.325169 -0.7285 0.2563 0.0014
H 1.790100 -0.529449 0.401005 -0.2804 -0.0371 -0.0055

---

Entry 5:
12
Properties=species:S:1:pos:R:3:forces:R:3 method="wB97M-V/def2-TZVPD" homo_ev="-13.16 / -13.17" e_above_lowest_kj_mol=242.90 homo_lumo_gap_ha="0.1726 / 0.1733" total_charge=+1
C 0.966779 -0.351799 0.000371 -0.5591 0.9929 0.0698
C -0.701279 1.074015 -0.014551 -0.9181 0.1805 0.1566
C -1.300620 -0.350571 -0.021239 -1.0849 0.0379 -0.2264
N 0.714565 0.909931 -0.030467 1.7576 -0.3985 -0.1457
N -0.101484 -1.162936 0.027721 0.4267 -1.1416 0.0914
S 2.663518 -0.915015 -0.016864 0.4831 1.9859 0.0157
S 3.648306 0.731487 0.025527 -0.3861 -1.6208 -0.0133
H -1.006789 1.693230 -0.864882 0.0343 -0.1445 0.0575
H -0.969973 1.649978 0.880096 0.0142 -0.0867 -0.0842
H -1.952844 -0.546913 0.835033 0.1480 0.0420 -0.1002
H -1.869430 -0.566238 -0.934954 0.1080 0.0933 0.2004
H -0.090744 -2.165167 0.114210 -0.0238 0.0595 -0.0215

---

Entry 6:
29
Properties=species:S:1:pos:R:3:forces:R:3 method="wB97M-V/def2-TZVPD" homo_ev=-4.54 e_above_lowest_kj_mol=22.42 homo_lumo_gap_ha=0.2797 total_charge=-1
C -2.266201 -0.552507 0.491809 0.0606 0.0903 -0.1634
C -1.129924 1.626532 -0.005866 -0.1256 -0.1319 -0.2189
C -2.251249 0.341819 -1.829450 0.0905 -0.0063 0.1689
C 0.851941 -1.042271 2.202283 0.0331 0.3524 -0.3765
C -0.139204 -0.526673 -0.840381 0.1207 0.0399 0.4335
C -1.439271 0.227802 -0.533595 -0.2201 -0.0108 -0.0643
C 2.395075 -1.909776 -0.163369 -0.1349 0.3646 0.1238
O 1.825917 2.620769 -1.158766 0.4666 -0.3273 0.6333
O 2.064533 2.893419 1.283358 0.2283 -0.3454 -0.5787
O 3.932229 1.946830 -0.035933 -0.6957 0.0700 0.0130
F 1.785252 -3.130314 -0.016672 -0.2261 0.0396 0.0904
F 2.726808 -1.854791 -1.472258 0.0398 0.1126 -0.2600
F 3.561591 -2.034909 0.510406 0.2040 0.0509 0.1659
Si 1.275463 -0.381808 0.450364 0.7940 0.7582 -0.5112
S 2.500382 2.196106 0.072921 -0.8717 -1.3513 0.3219
H -2.453102 -1.567695 0.136836 -0.0333 -0.0674 0.0131
H -3.229753 -0.066704 0.657969 -0.0312 0.0339 0.0543
H -1.740502 -0.612886 1.440972 0.0100 -0.0498 0.1492
H -2.045046 2.203210 0.125940 -0.1319 0.0655 0.0607
H -0.617208 1.578190 0.951180 0.1016 0.0696 0.2236
H -0.476332 2.156525 -0.693944 0.0721 0.1061 -0.0182
H -3.226931 0.789250 -1.641769 -0.1285 0.0642 0.0200
H -1.725068 0.965033 -2.550157 0.0596 0.0376 -0.1038
H -2.403966 -0.643765 -2.269791 -0.0377 -0.0791 -0.0690
H 0.219341 -0.347261 2.747280 -0.0921 0.1419 0.0622
H 0.348063 -2.008698 2.169329 -0.0341 -0.0512 -0.1569
H 1.765739 -1.162166 2.780979 0.1565 0.0245 -0.0273
H -0.382710 -1.575951 -1.041997 0.1176 -0.0765 0.0705
H 0.274136 -0.127299 -1.767688 0.2079 0.0750 -0.0563

---

Number 1: DFT total energy -2914.67515 hartree. Number 2: DFT total energy -1039.70869 hartree. Number 3: DFT total energy -2032.10511 hartree. Number 4: DFT total energy -229.67933 hartree. Number 5: DFT total energy -1022.84745 hartree. Number 6: DFT total energy -1488.20975 hartree.